Here is a 12-piece molecular cluster, C48H121BN11O19 overall in a non-equilibrium geometry from the OMol25 dataset. Energies are from ωB97M-V/def2-TZVPD.

Element x y z (Å)
O1 0.6851 -37.0879 -16.5029
C1 1.5901 -37.9334 -16.3124
O2 1.7170 -39.0710 -16.9022
B1 3.0010 -39.7080 -16.5276
O3 3.6748 -38.6740 -15.7079
C2 2.8252 -37.6697 -15.4668
O4 3.0484 -36.5981 -14.9013
O5 3.8851 -40.1099 -17.6000
C3 4.4801 -41.3049 -17.3160
O6 5.4697 -41.8865 -17.8074
C4 3.6321 -41.8674 -16.0599
O7 2.7710 -40.9203 -15.7582
O8 3.8227 -42.8811 -15.3705
C5 5.8614 -45.6104 -16.4709
C6 6.6503 -45.3826 -15.1370
C7 7.9057 -44.5279 -15.4100
O9 8.5573 -44.4000 -14.1917
C8 9.9201 -43.8004 -14.3673
N1 5.7340 -44.8699 -14.1678
H1 5.1181 -46.4074 -16.4917
H2 6.6462 -45.9408 -17.1514
H3 5.3799 -44.6932 -16.8101
H4 6.9832 -46.3717 -14.8223
H5 7.7906 -43.6087 -15.9844
H6 8.5581 -45.0802 -16.0864
H7 10.6239 -44.6176 -14.5251
H8 10.3523 -43.1882 -13.5758
H9 9.8788 -43.0503 -15.1571
H10 5.2839 -44.0372 -14.5201
H11 4.8893 -45.4147 -14.2673
C9 -2.9557 -37.8341 -20.9927
C10 -3.3822 -37.9996 -19.5789
C11 -4.2140 -36.8090 -19.0091
O10 -3.4801 -35.6402 -18.8456
C12 -2.5581 -35.5479 -17.7326
N2 -4.1865 -39.2189 -19.5272
H12 -2.4274 -38.7119 -21.3648
H13 -2.2199 -37.0842 -21.2832
H14 -3.8178 -37.7286 -21.6513
H15 -2.5250 -38.2750 -18.9645
H16 -4.6246 -37.0310 -18.0241
H17 -5.0586 -36.4878 -19.6188
H18 -1.8856 -36.4056 -17.7163
H19 -3.1325 -35.4663 -16.8098
H20 -1.8000 -34.7699 -17.8225
H21 -5.1323 -39.0173 -19.2357
H22 -4.1584 -39.8781 -20.2919
C13 10.4911 -36.3314 -14.6068
C14 9.3006 -36.2484 -15.5859
C15 8.0651 -35.7557 -14.8061
O11 7.5529 -36.6938 -13.8567
C16 6.2212 -36.4901 -13.4269
N3 9.6361 -35.1993 -16.6507
H23 10.2807 -37.0907 -13.8536
H24 10.6886 -35.4706 -13.9680
H25 11.3663 -36.6635 -15.1651
H26 9.0516 -37.1801 -16.0940
H27 7.4173 -35.2472 -15.5201
H28 8.4614 -34.9285 -14.2171
H29 5.5582 -36.2829 -14.2669
H30 6.2264 -35.5704 -12.8419
H31 5.8639 -37.1815 -12.6637
H32 9.0255 -35.2889 -17.4503
H33 10.4519 -35.5872 -17.1024
C17 -1.4720 -36.5991 -12.8152
C18 -0.6451 -35.5364 -13.3084
C19 -1.0120 -34.1627 -12.5989
O12 -2.3953 -33.9566 -12.7444
C20 -2.6894 -33.4715 -14.0524
N4 0.6973 -35.9037 -13.2070
H34 -1.3386 -37.5811 -13.2691
H35 -2.4840 -36.3042 -12.5377
H36 -1.2136 -36.6823 -11.7596
H37 -0.9267 -35.4226 -14.3553
H38 -0.3866 -33.3126 -12.8715
H39 -0.7981 -34.2055 -11.5310
H40 -2.6988 -32.3831 -14.1095
H41 -3.6970 -33.8014 -14.3056
H42 -2.0766 -33.6560 -14.9348
H43 0.6240 -36.8896 -13.4140
H44 1.3240 -35.5899 -13.9343
C21 2.8489 -44.0095 -12.3605
C22 3.9172 -42.9718 -12.1672
C23 3.4664 -41.5659 -11.7397
O13 4.5953 -40.7124 -11.9058
C24 4.2904 -39.3563 -12.0258
N5 5.0227 -43.4428 -11.3245
H45 2.1065 -43.5794 -13.0328
H46 2.4060 -44.2157 -11.3862
H47 3.1853 -44.8662 -12.9446
H48 4.4139 -42.9673 -13.1374
H49 3.1638 -41.6643 -10.6972
H50 2.6047 -41.3177 -12.3594
H51 4.6260 -39.0362 -13.0122
H52 5.0141 -38.8899 -11.3573
H53 3.2487 -39.0473 -11.9390
H54 4.7106 -44.2249 -10.7667
H55 5.0922 -42.7067 -10.6364
C25 2.7366 -39.6486 -20.4915
C26 1.8309 -38.3459 -20.7687
C27 0.3379 -38.7301 -20.7987
O14 0.0063 -40.0558 -21.3480
C28 0.0990 -40.0556 -22.8088
N6 2.1964 -37.3524 -19.7807
H56 2.7819 -40.4026 -21.2773
H57 2.4172 -40.1446 -19.5749
H58 3.7799 -39.3449 -20.4062
H59 1.9994 -37.9819 -21.7822
H60 -0.0484 -37.8702 -21.3459
H61 -0.0286 -38.8498 -19.7792
H62 -0.5170 -39.3259 -23.3343
H63 0.1651 -41.0825 -23.1683
H64 1.1195 -39.6825 -22.8956
H65 1.7946 -36.4318 -19.8855
H66 1.8759 -37.6612 -18.8740
C29 -3.8860 -42.8896 -13.6377
C30 -3.1886 -43.0145 -14.9441
C31 -1.7395 -42.4993 -14.8326
O15 -1.5619 -41.1160 -14.4955
C32 -0.1603 -40.6971 -14.4330
N7 -3.0906 -44.4232 -15.4705
H67 -3.6033 -41.9428 -13.1776
H68 -3.5908 -43.6413 -12.9055
H69 -4.9663 -42.8936 -13.7828
H70 -3.5656 -42.4324 -15.7851
H71 -1.3675 -42.6455 -15.8466
H72 -1.0695 -43.0414 -14.1653
H73 -0.1931 -39.7338 -14.9420
H74 0.5059 -41.4269 -14.8931
H75 0.1665 -40.6001 -13.3977
H76 -2.8312 -44.9919 -14.6771
H77 -2.3889 -44.5816 -16.1794
C33 6.3809 -39.2940 -20.3066
C34 7.8878 -39.2048 -20.1200
C35 8.3723 -40.0219 -18.9005
O16 9.8125 -39.9959 -18.6440
C36 10.2185 -40.5775 -17.4392
N8 8.4849 -39.7666 -21.3055
H78 6.0543 -40.1671 -20.8715
H79 5.9175 -38.6277 -21.0342
H80 5.7449 -39.2145 -19.4250
H81 8.3151 -38.2033 -20.0697
H82 8.0057 -41.0432 -19.0040
H83 7.7653 -39.6215 -18.0886
H84 9.5971 -41.3969 -17.0781
H85 10.2649 -39.7841 -16.6932
H86 11.1994 -41.0485 -17.5028
H87 8.1019 -39.3857 -22.1589
H88 8.3170 -40.7618 -21.3433
C37 5.3189 -42.9574 -21.0695
C38 6.0405 -43.6527 -22.2575
C39 5.1259 -44.4412 -23.2147
O17 5.0223 -45.7635 -22.7972
C40 4.4117 -46.6079 -23.7197
N9 6.6672 -42.5545 -23.0633
H89 4.8597 -43.7218 -20.4427
H90 4.5776 -42.2667 -21.4713
H91 6.0404 -42.4722 -20.4121
H92 6.8664 -44.1456 -21.7447
H93 5.4633 -44.4003 -24.2503
H94 4.2355 -43.8454 -23.4152
H95 4.1870 -47.4439 -23.0574
H96 5.0293 -47.0225 -24.5164
H97 3.4612 -46.2087 -24.0738
H98 5.9422 -41.9912 -23.4842
H99 7.1669 -43.0445 -23.7915
C41 7.1932 -40.6708 -15.0010
C42 7.9053 -41.0721 -13.7126
C43 7.9973 -39.8245 -12.7398
O18 8.4915 -40.2522 -11.4764
C44 8.5756 -39.1446 -10.5620
N10 7.1030 -42.0875 -13.0066
H100 7.1155 -41.2897 -15.8949
H101 7.7083 -39.7690 -15.3320
H102 6.1559 -40.3728 -14.8483
H103 8.9017 -41.4837 -13.8732
H104 7.0679 -39.2550 -12.7307
H105 8.7032 -39.1014 -13.1484
H106 9.3343 -38.4486 -10.9199
H107 8.6066 -39.4347 -9.5118
H108 7.6501 -38.5850 -10.4267
H109 7.4074 -41.9117 -12.0598
H110 6.1542 -41.7461 -13.0648
C45 2.5982 -34.1281 -23.8233
C46 2.8743 -34.6362 -22.3971
C47 1.6321 -34.6675 -21.5844
O19 1.8451 -34.6030 -20.1753
C48 0.6008 -34.7418 -19.4203
N11 3.5081 -35.9091 -22.3222
H111 1.6173 -33.6551 -23.8715
H112 2.4363 -35.0032 -24.4526
H113 3.3898 -33.5017 -24.2345
H114 3.5474 -33.8553 -22.0434
H115 1.1133 -35.5985 -21.8128
H116 0.9465 -33.8744 -21.8828
H117 0.0857 -33.7869 -19.5250
H118 0.6113 -34.8980 -18.3415
H119 -0.0100 -35.5596 -19.8027
H120 3.2446 -36.3636 -21.4596
H121 2.9849 -36.4492 -22.9965

Results
E_HOMO = -5.91 eV
total energy = -107703.205 eV
strongest force on any atom = 4.62 eV/A
ΔE to the lowest compared entry with this formula, charge and spin = 6.395 eV
HOMO-LUMO gap = 7.800 eV
net charge = -1